Entry 1:
14
Properties=species:S:1:pos:R:3:forces:R:3 method="wB97M-V/def2-TZVPD" energy_ev=-10412.0248 e_lumo_ev=0.871 charge=0 e_homo_ev=-9.37
O 2.215809 -0.078387 0.033163 1.1 0.2 0.2
C 1.035730 -0.040293 0.033292 -0.4 -0.6 0.8
C -0.015587 -0.044203 1.168523 -0.2 1.4 0.6
C -0.865944 -1.203686 0.720689 0.8 0.0 -2.4
C -0.747690 -1.281507 -0.664300 -1.3 -0.5 2.0
C 0.053742 -0.089124 -1.076091 -1.3 0.6 -1.7
O -0.762847 1.140229 -0.853717 0.8 -1.5 1.2
C -0.740970 1.273099 0.592369 0.1 0.9 0.1
H 0.358167 -0.020345 2.237985 -0.6 0.1 -1.4
H -1.458853 -1.818398 1.389355 0.1 0.0 -0.2
H -1.283555 -2.001592 -1.326527 0.6 0.8 0.6
H 0.393495 0.006106 -2.092531 0.3 -0.3 -0.2
H -0.187578 2.222838 0.766124 0.0 -0.8 0.4
H -1.761065 1.430946 0.943129 0.0 -0.3 0.1


Entry 2:
14
Properties=species:S:1:pos:R:3:forces:R:3 method="wB97M-V/def2-TZVPD" energy_ev=-10409.4504 e_lumo_ev=0.576 charge=0 e_homo_ev=-7.85
C -2.035568 -0.120868 -0.093545 0.2 1.5 0.0
C -1.448877 1.147390 0.011416 -1.8 -1.9 -0.9
C -0.028354 0.880608 -0.182775 4.3 1.3 3.8
C 1.343813 1.251775 -0.089086 -1.6 -1.6 -1.2
O 2.095250 -0.008305 0.049447 0.4 2.2 -1.3
C 1.209893 -1.088410 -0.252443 1.5 -2.7 -0.1
C 0.050377 -0.535865 0.415071 0.9 0.3 -0.8
O -1.098632 -1.080634 -0.086362 -2.0 -2.4 0.7
H -3.041020 -0.584404 -0.269281 0.8 1.3 0.5
H -2.043815 2.006948 0.253612 0.2 0.5 -0.6
H 2.053532 2.150503 -0.241897 -1.7 -1.7 0.3
H 0.897824 -1.397254 -1.388296 1.4 1.2 2.3
H 1.675026 -1.995932 0.352909 -0.9 1.6 -1.7
H 0.370556 -0.625549 1.521234 -1.8 0.5 -1.0


Entry 3:
14
Properties=species:S:1:pos:R:3:forces:R:3 method="wB97M-V/def2-TZVPD" energy_ev=-10407.7064 e_lumo_ev=0.123 charge=0 e_homo_ev=-8.12
C 1.210562 -0.106800 0.988055 -4.7 -0.9 1.7
C -0.953802 -0.891220 1.405416 1.3 0.6 3.5
C -0.810996 -0.294672 0.234808 -2.6 0.4 -3.8
C -1.309369 0.379600 -1.106675 -5.2 1.9 0.6
C 0.141320 0.490036 -1.470760 2.7 -0.6 -4.8
C 0.500164 0.141758 -0.145377 0.8 -1.8 4.6
H 3.042003 -0.364052 0.810468 -2.6 2.0 4.5
H -1.595529 -1.248684 2.307241 0.6 0.7 -2.6
H -2.382829 0.012293 -1.897196 3.9 0.8 2.4
H -1.625844 1.481088 -0.696551 0.4 -2.5 -1.2
H 0.498170 -0.333243 -2.214844 -0.8 1.1 1.1
H 0.657924 1.381135 -1.845866 -0.9 0.3 -0.2
O 2.291134 0.016401 1.686795 7.2 -1.1 -5.0
O 0.337091 -0.663641 1.944486 -0.2 -0.8 -0.6


Entry 4:
14
Properties=species:S:1:pos:R:3:forces:R:3 method="wB97M-V/def2-TZVPD" energy_ev=-10411.0996 e_lumo_ev=0.900 charge=0 e_homo_ev=-9.03
C 2.111626 -1.041311 0.471236 6.0 7.6 0.1
C 1.476806 0.232173 0.002352 -3.8 -2.6 -0.5
O 2.006477 1.133231 -0.526533 1.5 2.3 -0.5
C -0.107438 0.155471 -0.017057 4.5 2.7 0.9
C -0.998800 1.066759 0.341474 -1.0 5.6 2.1
C -2.279181 0.475920 0.221145 -2.8 -0.7 0.7
C -1.977139 -0.807889 -0.195403 -1.8 3.2 0.7
O -0.697618 -0.920485 -0.363290 1.7 -4.2 -1.1
H 1.935648 -1.707637 -0.189186 -0.8 -4.8 -4.8
H 3.261827 -0.734748 0.565309 -2.4 -1.3 0.0
H 1.676620 -1.302661 1.294734 -2.1 -1.7 5.3
H -0.798866 2.203503 0.720045 -0.3 -3.3 -1.1
H -3.392724 0.849770 0.494968 3.2 -0.8 -0.8
H -2.508619 -1.496928 -0.709771 -1.9 -2.3 -0.8


Entry 5:
17
Properties=species:S:1:pos:R:3:forces:R:3 method="wB97M-V/def2-TZVPD" energy_ev=-42917.7423 e_lumo_ev=-1.519 charge=0 e_homo_ev=-8.35
C 2.226451 -0.214025 2.052461 -2.7 4.4 -1.4
C 2.067567 -0.043900 0.506788 3.9 5.3 1.9
O 0.854043 -0.054218 -0.109772 -3.5 0.2 -0.6
C -0.317210 -0.400615 0.442971 0.5 -0.1 4.3
O -0.483144 -0.780731 1.633128 0.4 0.8 -3.9
C -1.460202 -0.125963 -0.430032 -1.7 -0.6 0.3
C -1.455479 0.338756 -1.686063 1.8 -0.1 -0.3
C -2.702690 0.442361 -2.344601 -1.2 1.1 -2.5
S -2.933619 1.012772 -3.928829 0.2 -0.7 1.6
S -4.088027 -0.003905 -1.391958 0.4 0.2 -0.6
S -3.065144 -0.519887 0.279251 1.6 0.0 0.4
H 1.793393 -1.135625 2.085799 -1.2 -2.5 2.0
H 3.236117 -0.167542 2.374781 0.9 0.0 0.0
H 1.561879 0.734053 2.565119 1.9 -3.1 -1.2
H 2.666171 1.048779 0.263353 -2.0 -2.6 0.2
H 2.585551 -0.688639 -0.090999 2.1 -2.2 -0.8
H -0.485659 0.558329 -2.221398 -1.4 -0.2 0.6


Entry 6:
15
Properties=species:S:1:pos:R:3:forces:R:3 method="wB97M-V/def2-TZVPD" energy_ev=-12456.8072 e_lumo_ev=-0.167 charge=0 e_homo_ev=-8.46
C 0.558488 -0.219737 -1.796786 0.2 0.1 0.1
C -0.720467 -1.159096 0.245262 0.1 0.2 -0.1
C -0.515721 -0.785127 1.540738 0.0 -0.8 0.4
C -0.210182 -0.056456 -0.527014 0.1 0.2 1.0
C 0.021580 1.009320 0.714439 0.1 0.0 -1.0
C 0.762338 1.839587 1.435855 -0.2 -0.1 0.0
O -0.796047 1.239710 -0.360211 0.0 0.0 0.0
O -1.225350 -2.339578 -0.219437 -0.1 0.1 0.0
O -0.279493 -0.975868 2.680633 -0.1 0.3 -0.6
H -1.892337 -2.173899 -0.898427 0.0 0.0 0.2
H 1.331087 0.546099 -1.860165 0.0 0.0 0.0
H -0.114452 -0.082412 -2.648236 0.0 0.0 0.1
H 1.020331 -1.203991 -1.850854 -0.1 0.0 0.0
H 0.679620 2.912141 1.313436 -0.1 0.0 0.0
H 1.380605 1.449306 2.230765 0.0 0.0 0.0


Entry 7:
17
Properties=species:S:1:pos:R:3:forces:R:3 method="wB97M-V/def2-TZVPD" energy_ev=-32588.8752 e_lumo_ev=3.283 charge=-1 e_homo_ev=-4.83
C 1.125588 2.104499 -0.379772 2.3 3.9 -0.2
C 0.312736 1.956143 0.679861 -1.2 0.1 2.1
C 1.101626 1.204929 -1.385244 0.5 0.9 -2.9
C -0.524494 0.815180 0.751694 1.3 0.9 1.5
C 0.189288 0.208894 -1.434083 0.9 -1.3 -1.6
C -0.524462 -0.050589 -0.289576 -1.7 -1.8 -0.6
O -2.133403 -1.871838 1.024522 -0.1 0.1 0.7
O -1.591752 -2.307542 -1.451228 0.3 0.1 -0.4
O 0.310987 -2.326569 0.260562 -0.8 -0.9 1.0
P -1.225421 -1.742689 -0.135505 0.0 0.5 -0.7
S 0.557675 -2.539268 1.899053 0.5 -0.1 0.4
H 1.783463 3.091850 -0.531695 -1.4 -2.3 0.6
H 0.363962 2.706085 1.487914 -0.2 -0.6 -0.3
H 1.653717 1.475725 -2.285664 0.2 -0.4 0.1
H -0.925542 0.470745 1.708851 -0.4 0.5 -0.4
H 0.212810 -0.427719 -2.359978 -0.5 0.4 1.3
H -0.686779 -2.767837 2.440288 0.4 0.2 -0.9


Entry 8:
16
Properties=species:S:1:pos:R:3:forces:R:3 method="wB97M-V/def2-TZVPD" energy_ev=-23295.6583 e_lumo_ev=0.598 charge=0 e_homo_ev=-8.82
C -1.125226 2.191457 -0.037353 -2.1 -1.3 0.7
O -0.068574 1.304824 -0.337036 -0.5 -1.1 0.8
C -0.419220 -0.005186 -0.049818 -0.5 1.4 -1.2
C -1.727635 -0.473325 -0.018318 1.6 -0.6 0.1
S -1.710873 -2.186616 0.033659 0.1 0.3 0.3
C -0.028311 -2.217209 0.067796 -0.2 0.0 -0.5
C 0.593181 -1.017317 -0.026971 0.7 0.9 0.6
C 2.118762 -0.819607 -0.015709 1.5 -2.7 -1.3
O 2.904369 -1.763707 -0.366686 -2.8 4.2 1.6
O 2.479696 0.446138 0.377535 1.3 -1.1 -0.7
H -1.443684 2.002382 1.083048 0.4 0.5 -2.1
H -0.697207 3.188328 -0.126893 -0.5 0.0 -0.3
H -2.075982 1.903975 -0.747222 2.2 1.3 1.6
H -2.678279 -0.020841 -0.110332 -0.4 0.7 0.0
H 0.409009 -3.152728 0.014785 1.1 -1.6 0.2
H 3.469979 0.619437 0.259510 -1.8 -0.9 0.1